Entry 1:
{
  "formula": "CHF2NO3",
  "method": "wB97M-V/def2-TZVPD",
  "species": ["C", "N", "O", "O", "O", "F", "F", "H"],
  "coordinates": [[0.60129, -0.36987, -0.29806], [-1.51800, 0.48999, 0.30347], [-1.85764, 1.54939, -0.04135], [-2.10606, -0.43990, 0.69119], [1.34472, 0.52858, 0.32288], [0.45680, -1.52326, 0.43863], [0.68276, -0.77498, -1.58332], [2.39614, 0.54005, 0.16655]],
  "forces_ev_per_angstrom": [[-1.79, -1.66, 1.58], [2.57, -1.39, -1.16], [-0.40, 2.21, -0.43], [-1.16, -1.51, 1.04], [3.10, 0.21, -1.50], [0.22, 1.26, -0.86], [0.66, 1.33, 1.20], [-3.19, -0.45, 0.13]],
  "nbo_charge": [0.9407, 0.4946, -0.3005, -0.2980, -0.7026, -0.3351, -0.3079, 0.5088],
  "energy_ha": -518.7236,
  "e_homo_ha": [-0.3619, -0.3451],
  "charge": 0,
  "relative_energy_kj_mol": 295.06,
  "e_lumo_ev": [-0.687, -1.030]
}

---

Entry 2:
{
  "formula": "C22H24N4OP2Rh",
  "method": "wB97M-V/def2-TZVPD",
  "species": ["C", "C", "C", "C", "C", "C", "C", "C", "C", "C", "C", "C", "C", "H", "H", "H", "H", "H", "H", "H", "N", "Rh", "C", "H", "H", "C", "H", "H", "P", "P", "C", "H", "H", "H", "C", "H", "H", "H", "C", "H", "H", "H", "C", "H", "H", "H", "C", "O", "H", "N", "C", "N", "C", "N"],
  "coordinates": [[3.08507, 2.13191, -3.20595], [2.17807, 1.97312, -2.14320], [0.80776, 1.71569, -2.43182], [0.37776, 1.68417, -3.78632], [1.29913, 1.88732, -4.82003], [2.65861, 2.09623, -4.53952], [-1.08391, 1.37195, -4.02548], [-1.94202, 2.04943, -2.98062], [-1.41674, 2.06566, -1.66688], [-2.17547, 2.64080, -0.61063], [-3.46548, 3.12516, -0.88194], [-3.99097, 3.09551, -2.18192], [-3.21769, 2.57161, -3.22922], [4.14038, 2.31956, -2.97373], [0.94928, 1.86189, -5.85896], [3.37725, 2.23884, -5.35297], [-1.39279, 1.64718, -5.04783], [-4.05231, 3.56296, -0.06542], [-4.99366, 3.48861, -2.37837], [-3.61770, 2.54726, -4.24984], [-0.13982, 1.54072, -1.40403], [0.00000, 0.00000, 0.00000], [2.64153, 2.07789, -0.71357], [2.03701, 2.82260, -0.16027], [3.70605, 2.36587, -0.65836], [-1.55473, 2.78456, 0.75526], [-0.60451, 3.34797, 0.67799], [-2.22712, 3.32355, 1.44631], [2.33494, 0.45990, 0.15094], [-1.06008, 1.16865, 1.53107], [-2.62244, 0.46322, 2.19753], [-2.39489, -0.45482, 2.76386], [-3.13683, 1.18859, 2.85195], [-3.26530, 0.19998, 1.34264], [-0.16432, 1.69423, 3.05799], [-0.84268, 2.22577, 3.74879], [0.25233, 0.80626, 3.56109], [0.66332, 2.36470, 2.77590], [3.45150, -0.70007, -0.76066], [4.45318, -0.26155, -0.91676], [3.54430, -1.63907, -0.18995], [2.99806, -0.92127, -1.74129], [3.19763, 0.62561, 1.77713], [2.99925, -0.27513, 2.38196], [4.28679, 0.74519, 1.64079], [2.80117, 1.49999, 2.31722], [0.06029, -1.51240, 1.07982], [0.10203, -2.46511, 1.76410], [-1.22726, 0.27168, -3.92907], [-1.51739, -0.56427, -1.04935], [-2.37236, -1.32196, -1.18958], [-3.19186, -2.42481, -1.30778], [-2.75846, -3.50285, -0.53882], [-2.37138, -4.40465, 0.09178]],
  "forces_ev_per_angstrom": [[-0.31, 0.03, 0.30], [0.10, -0.22, -0.31], [-0.25, 0.09, -0.28], [0.22, 0.06, -0.14], [-0.09, -0.19, 0.19], [-0.37, -0.07, 0.26], [-0.06, 0.10, -0.20], [-0.13, 0.03, 0.17], [-0.20, 0.44, -0.22], [-0.24, -0.19, -0.24], [0.37, -0.09, -0.02], [0.40, -0.20, -0.03], [0.09, -0.18, 0.15], [-0.47, -0.06, -0.10], [0.15, 0.01, 0.45], [-0.32, -0.05, 0.35], [0.13, -0.09, 0.42], [0.27, -0.17, -0.35], [0.44, -0.16, 0.08], [0.17, 0.02, 0.44], [0.22, 2.40, -2.22], [3.69, -0.28, 1.32], [0.06, -0.07, 0.39], [0.33, -0.22, -0.25], [-0.43, -0.10, -0.03], [0.07, 0.00, 0.48], [-0.42, -0.14, 0.06], [0.27, -0.12, -0.32], [1.42, 0.48, 0.30], [-1.05, 1.51, 1.56], [0.16, 0.07, -0.18], [-0.09, 0.33, -0.19], [0.19, -0.33, -0.29], [0.10, 0.10, 0.34], [-0.13, 0.02, -0.17], [0.29, -0.22, -0.27], [-0.17, 0.33, -0.16], [-0.29, -0.24, 0.13], [-0.25, 0.04, -0.06], [-0.41, -0.14, 0.15], [-0.05, 0.35, -0.24], [0.24, 0.02, 0.36], [-0.04, 0.09, -0.15], [0.10, 0.33, -0.24], [-0.45, -0.06, 0.07], [0.17, -0.32, -0.18], [0.22, -5.16, 2.22], [-0.10, 3.25, -1.67], [0.06, 0.48, -0.08], [-2.06, 0.40, -0.89], [-2.67, -3.95, -0.83], [1.85, -0.40, 1.49], [-0.36, 2.03, -0.96], [-0.37, 0.42, -0.41]],
  "lowdin_spin": [-0.0100, 0.0751, 0.0457, 0.0805, -0.0127, 0.0909, 0.0211, 0.0705, 0.0295, 0.0606, -0.0080, 0.0742, -0.0114, -0.0014, -0.0019, 0.0048, 0.0022, -0.0012, 0.0040, -0.0016, 0.5382, 1.1827, 0.0248, 0.0027, 0.0037, 0.0269, 0.0024, 0.0047, 0.1167, 0.1120, 0.0167, 0.0010, 0.0041, 0.0001, 0.0279, 0.0067, 0.0011, 0.0003, 0.0360, 0.0058, 0.0005, 0.0033, 0.0083, 0.0009, 0.0022, 0.0000, 0.1060, 0.0450, 0.0127, 0.2664, 0.1670, 0.4797, 0.0354, 0.2474],
  "energy_ha": -1939.9278,
  "e_homo_ha": [-0.3112, -0.4354],
  "multiplicity": 5,
  "charge": 1,
  "relative_energy_kj_mol": 0.00,
  "e_lumo_ev": [-2.185, -6.634],
  "s2": 6.071
}

---

Entry 3:
{
  "formula": "C6H12O",
  "method": "wB97M-V/def2-TZVPD",
  "species": ["C", "C", "C", "C", "H", "H", "H", "H", "H", "H", "H", "H", "C", "C", "O", "H", "H", "H", "H"],
  "coordinates": [[-1.76243, -0.88607, 1.42443], [-0.81120, -1.13303, 0.53336], [-0.72286, -0.56650, -0.85348], [-1.69940, 0.55797, -1.15726], [-2.58782, -0.21528, 1.21628], [-1.73614, -1.34635, 2.40385], [-0.03133, -1.84078, 0.81008], [0.30192, -0.18778, -0.98326], [-0.83310, -1.36735, -1.59798], [-1.53964, 0.96322, -2.16136], [-2.73435, 0.20932, -1.09443], [-1.57423, 1.37209, -0.43701], [2.68302, 0.18356, 0.09514], [1.66867, 1.23163, 0.47411], [0.99394, 1.18763, 1.47387], [2.23265, -0.80366, 0.21704], [3.53768, 0.23370, 0.77717], [3.03580, 0.31257, -0.93147], [1.57881, 2.09511, -0.20908]],
  "forces_ev_per_angstrom": [[0.09, 0.01, -0.13], [-0.30, -0.30, 0.05], [0.24, 0.14, -0.08], [-0.12, 0.09, 0.05], [0.05, 0.02, 0.03], [-0.02, 0.01, -0.03], [0.02, 0.10, -0.05], [-0.19, -0.13, -0.14], [0.04, 0.03, 0.17], [-0.02, -0.09, 0.12], [0.08, 0.06, -0.03], [-0.04, -0.05, -0.07], [-0.01, -0.14, 0.00], [-0.03, 0.13, 0.47], [0.32, -0.02, -0.35], [0.08, 0.03, -0.01], [-0.09, 0.08, -0.06], [-0.05, -0.02, 0.15], [-0.04, 0.05, -0.09]],
  "nbo_charge": [-0.3990, -0.1664, -0.4366, -0.6138, 0.1904, 0.2009, 0.1915, 0.1934, 0.2139, 0.2100, 0.2070, 0.2135, -0.7346, 0.4288, -0.5115, 0.2395, 0.2469, 0.2197, 0.1063],
  "energy_ha": -311.0046,
  "e_homo_ha": -0.3467,
  "charge": 0,
  "relative_energy_kj_mol": 143.50,
  "smiles": "C=CCC.CC=O",
  "e_lumo_ev": 1.019
}

---

Entry 4:
{
  "formula": "C4H6N4",
  "method": "wB97M-V/def2-TZVPD",
  "species": ["H", "N", "C", "N", "C", "N", "N", "C", "C", "H", "H", "H", "H", "H"],
  "coordinates": [[-3.24645, -1.18255, 0.11983], [-3.08380, -0.11418, 0.25178], [-1.79780, 0.05693, -0.00109], [-1.01107, -1.12169, -0.15533], [0.20200, -0.69504, -0.38554], [0.39411, 0.77201, -0.55546], [-1.05671, 1.11875, -0.18161], [1.53899, 0.60648, 0.47063], [1.64691, -0.85066, -0.04503], [-1.29362, 2.01378, -0.85109], [1.38644, 0.72884, 1.53965], [2.35512, 1.42190, 0.28162], [2.07300, -1.13192, -1.16826], [1.89288, -1.62266, 0.67988]],
  "forces_ev_per_angstrom": [[0.43, 2.48, 0.50], [2.01, -0.61, -0.86], [-4.49, -4.73, -0.48], [3.65, 0.29, -0.06], [-1.98, 1.74, 0.52], [-3.79, -2.24, 1.71], [3.68, 7.39, -2.67], [1.81, 2.12, -1.63], [0.68, -1.94, -2.45], [0.07, -3.33, 2.64], [-0.93, -0.58, 0.01], [-1.22, -1.80, -0.20], [-0.05, 1.24, 3.15], [0.13, -0.01, -0.19]],
  "nbo_charge": [0.3557, -0.7134, 0.4858, -0.4815, 0.4338, -0.2646, -0.4781, -0.2422, -0.4684, 0.4326, 0.2252, 0.2150, 0.2562, 0.2439],
  "energy_ha": -374.8932,
  "e_homo_ha": -0.3196,
  "charge": 0,
  "relative_energy_kj_mol": 441.50,
  "smiles": "[H]/N=c1\\nc2n([nH]1)CC2",
  "e_lumo_ev": 0.642
}

---

Entry 5:
{
  "formula": "Cl5HSSi2",
  "method": "wB97M-V/def2-TZVPD",
  "species": ["S", "Si", "Cl", "Si", "Cl", "Cl", "Cl", "Cl", "H"],
  "coordinates": [[-3.24941, -2.74703, 1.16796], [-3.00736, -1.42363, -0.31529], [-2.43250, -2.13205, -2.18411], [-3.48448, 0.86160, -0.16420], [-2.59644, 2.08097, -1.39871], [-3.28627, 1.48652, 1.77018], [-5.48275, 0.96281, -0.43104], [0.24089, 0.98357, 0.07518], [-0.87816, 1.59503, 0.08445]],
  "forces_ev_per_angstrom": [[0.17, 1.54, -1.32], [0.26, -2.08, 0.80], [-0.25, 0.67, 0.62], [-1.26, -0.98, 1.61], [0.73, 1.15, -1.38], [0.47, -0.12, -0.13], [-0.54, -0.12, -0.40], [0.27, -0.27, 0.11], [0.16, 0.21, 0.10]],
  "nbo_charge": [-0.5381, 0.8655, -0.3422, 0.9434, -0.2857, -0.3150, -0.3201, -0.2550, 0.2472],
  "energy_ha": -3278.9510,
  "e_homo_ha": -0.3518,
  "charge": 0,
  "relative_energy_kj_mol": 206.48,
  "smiles": "S=[Si](Cl)[Si](Cl)(Cl)Cl.Cl",
  "e_lumo_ev": -1.406
}

---

Entry 6:
{
  "formula": "C28H22FeIO4PS",
  "method": "wB97M-V/def2-TZVPD",
  "species": ["Fe", "C", "C", "C", "C", "C", "C", "H", "H", "H", "H", "H", "H", "I", "C", "C", "C", "C", "C", "C", "C", "C", "C", "P", "C", "C", "C", "C", "C", "C", "C", "C", "C", "C", "C", "C", "C", "H", "H", "H", "H", "H", "H", "H", "H", "H", "H", "H", "H", "H", "H", "H", "H", "O", "S", "O", "O", "O"],
  "coordinates": [[1.14235, 1.12004, -1.43262], [0.02402, 4.05349, -0.04725], [0.60690, 4.65669, -1.15499], [0.39514, 4.14358, -2.42119], [-0.41222, 3.02337, -2.59276], [-1.01478, 2.41983, -1.48720], [-0.78299, 2.93841, -0.20541], [0.21402, 4.44010, 0.94468], [1.25522, 5.51226, -1.02332], [0.88780, 4.58347, -3.27676], [-0.56776, 2.61644, -3.58346], [-1.70501, 1.59588, -1.62308], [-1.24597, 2.47801, 0.65797], [0.01407, -0.76820, -3.30013], [-1.84412, -1.06023, -2.36536], [-2.91097, -0.86710, -3.20018], [-4.21009, -1.25291, -2.81633], [-4.38165, -1.91774, -1.64468], [-3.29342, -2.13998, -0.76581], [-3.49747, -2.93283, 0.39061], [-2.47251, -3.20103, 1.24174], [-1.23452, -2.56513, 1.03778], [-0.99567, -1.73843, -0.03161], [0.47577, -0.65398, 0.15919], [0.13384, 0.29650, 1.67873], [1.17259, 1.15029, 2.06593], [1.01311, 1.99263, 3.15272], [-0.18994, 2.01233, 3.84875], [-1.22826, 1.18141, 3.45711], [-1.06819, 0.32174, 2.37647], [1.78989, -1.81296, 0.64607], [2.55809, -2.40235, -0.35447], [3.54451, -3.31679, -0.02335], [3.77910, -3.63988, 1.30570], [3.03063, -3.04050, 2.30814], [2.03899, -2.12761, 1.98019], [-1.99968, -1.61238, -1.05319], [-2.75122, -0.45540, -4.18724], [-5.04092, -1.07366, -3.48504], [-5.35373, -2.30415, -1.36420], [-4.48526, -3.34342, 0.56121], [-2.61308, -3.84526, 2.09925], [-0.46297, -2.68876, 1.78776], [2.09976, 1.17260, 1.50060], [1.82405, 2.64790, 3.44307], [-0.31862, 2.67900, 4.69169], [-2.16956, 1.19865, 3.99132], [-1.89227, -0.31392, 2.07794], [2.41329, -2.11901, -1.38932], [4.14510, -3.76071, -0.80606], [4.55815, -4.34640, 1.56150], [3.22138, -3.27669, 3.34696], [1.47244, -1.64980, 2.76839], [4.67743, 2.10947, -2.20362], [3.37109, 1.61448, -1.91407], [2.66317, 2.33557, -0.75662], [3.26559, 0.17249, -1.53358], [2.35532, 1.76059, -3.03857]],
  "forces_ev_per_angstrom": [[-0.04, -0.01, -0.03], [-0.01, -0.06, 0.00], [0.00, 0.04, 0.00], [0.01, -0.01, -0.03], [-0.01, -0.02, 0.02], [0.04, 0.05, 0.10], [-0.02, 0.03, -0.03], [0.00, 0.01, 0.02], [0.01, -0.01, 0.00], [-0.01, 0.00, 0.00], [0.00, 0.01, -0.01], [-0.01, -0.04, 0.01], [0.00, 0.01, -0.01], [0.02, -0.01, 0.05], [0.03, -0.01, 0.02], [-0.03, -0.02, 0.07], [0.03, 0.05, -0.08], [-0.02, -0.04, 0.06], [0.04, 0.00, 0.01], [-0.04, 0.02, -0.04], [0.03, -0.02, 0.03], [-0.02, 0.01, 0.04], [-0.05, 0.03, -0.07], [-0.01, -0.05, -0.02], [0.09, 0.00, 0.00], [-0.01, -0.02, 0.00], [-0.02, 0.03, -0.01], [0.00, 0.00, 0.00], [-0.01, 0.00, 0.00], [-0.03, -0.03, -0.04], [0.01, 0.04, 0.06], [-0.03, 0.00, -0.08], [-0.01, -0.02, 0.00], [0.01, 0.01, 0.00], [-0.01, 0.00, -0.01], [0.05, -0.03, -0.03], [-0.04, -0.02, -0.05], [0.00, 0.00, 0.00], [0.00, 0.00, 0.00], [0.00, 0.00, 0.00], [0.00, 0.00, 0.00], [0.00, 0.01, 0.00], [-0.01, 0.00, -0.01], [0.00, 0.01, 0.00], [0.00, -0.01, 0.00], [0.00, 0.00, 0.00], [0.00, 0.00, 0.00], [0.02, 0.00, 0.00], [0.01, -0.01, 0.05], [0.00, 0.00, 0.00], [0.00, 0.00, 0.00], [0.00, 0.00, 0.00], [-0.03, 0.03, 0.04], [-0.01, -0.01, 0.00], [0.02, 0.09, 0.02], [-0.01, -0.06, -0.08], [-0.04, 0.04, -0.02], [0.09, -0.01, 0.05]],
  "lowdin_spin": [3.6658, 0.0092, 0.0042, 0.0073, 0.0089, 0.0030, 0.0091, 0.0003, 0.0001, 0.0004, 0.0001, -0.0004, 0.0002, 0.0485, -0.0005, 0.0018, -0.0001, 0.0007, 0.0000, 0.0001, 0.0002, 0.0011, 0.0024, 0.0154, 0.0045, 0.0022, -0.0003, 0.0023, 0.0002, 0.0021, 0.0010, 0.0000, -0.0001, 0.0004, 0.0000, 0.0009, 0.0000, 0.0005, 0.0000, 0.0000, 0.0000, 0.0000, 0.0002, -0.0003, -0.0001, 0.0001, 0.0000, 0.0001, -0.0003, 0.0000, 0.0000, 0.0000, 0.0000, 0.0108, 0.0009, 0.0697, 0.0623, 0.0650],
  "energy_ha": -3682.1251,
  "e_homo_ha": [-0.3077, -0.3221],
  "multiplicity": 5,
  "charge": 0,
  "relative_energy_kj_mol": 0.00,
  "e_lumo_ev": [-0.643, -0.646],
  "s2": 6.016
}

---

Which of these has the highest charge?
C22H24N4OP2Rh